Entry 1:
The following is a DFT calculation (ωB97M-V/def2-TZVPD) of a cluster of 12 separate species, C19H62N10O12 in total.

Structure (XYZ):
```
103
Properties=species:S:1:pos:R:3:forces:R:3
N 0.1184 -2.3756 -4.0241 -0.1 -0.9 1.3
C 0.3812 -1.4765 -4.9936 2.2 -0.4 -1.3
N -0.5236 -0.4987 -5.0767 -1.2 0.5 0.5
O 1.3629 -1.5506 -5.7433 -0.5 -0.1 0.4
H -0.5580 -2.1948 -3.2904 -0.2 0.0 -0.3
H 0.7045 -3.1786 -3.8720 0.2 0.3 -0.5
H -0.3419 0.3326 -5.6096 0.1 -0.2 0.1
H -1.2186 -0.5234 -4.3449 -0.2 0.7 -0.3
N 3.0162 2.8966 4.0430 1.3 0.9 -0.2
C 1.8299 2.3436 4.3013 -0.4 -1.2 3.8
N 1.1801 1.9658 3.2321 -1.6 -0.5 -2.5
O 1.4138 2.0813 5.4481 0.6 0.7 -1.1
H 3.6186 3.1620 4.8030 -0.1 0.0 -0.2
H 3.2669 3.0244 3.0777 0.5 0.2 0.3
H 1.5049 2.2332 2.3177 -0.4 -0.2 0.0
H 0.3008 1.4869 3.3521 0.1 0.0 -0.1
N -2.3276 2.0997 2.5572 0.0 -0.4 -0.1
C -2.1647 1.2532 3.5925 1.6 -0.5 -3.5
N -2.7816 1.6955 4.6434 -1.8 -0.6 3.7
O -1.5015 0.2011 3.5635 0.0 0.6 -0.4
H -2.9610 2.8470 2.7802 0.5 0.5 -0.9
H -1.8333 1.9892 1.6839 0.0 0.1 -0.2
H -2.8794 0.9069 5.2721 -0.3 0.6 0.6
H -3.6218 2.2240 4.4701 0.0 0.0 0.4
N -3.7939 -3.5048 -1.9210 -0.3 -0.8 -1.1
C -2.8302 -2.6497 -1.6291 0.8 2.1 0.8
N -2.6973 -2.4072 -0.3145 0.4 0.0 1.0
O -2.1754 -1.9902 -2.4374 0.0 -0.5 -0.5
H -4.0370 -3.4571 -2.8985 -0.7 -0.6 0.3
H -4.3142 -3.8807 -1.1482 -0.5 -0.2 -0.7
H -1.9290 -1.8105 -0.0488 -0.1 0.0 0.2
H -3.1873 -2.9555 0.3723 0.2 0.2 0.1
N 0.5481 0.3744 -1.3509 0.3 -0.5 -0.5
C -0.1662 0.5574 -0.2386 0.8 2.5 -0.1
N -0.1455 -0.5053 0.5405 -1.1 -0.6 1.1
O -0.6243 1.6659 0.0940 -0.7 -0.4 -0.1
H 0.5457 1.0108 -2.1265 0.1 -0.1 0.1
H 0.9347 -0.5545 -1.3653 0.3 0.3 -1.2
H 0.4577 -1.2686 0.2699 -0.4 -0.6 0.8
H -0.6990 -0.3978 1.3814 0.6 -0.5 0.5
C 3.2528 -0.9538 3.0296 0.3 -1.3 0.8
C 3.5983 -1.7520 1.7932 -0.3 -0.5 0.7
O 4.9041 -1.3929 1.3643 -0.1 0.6 -0.9
H 3.5159 0.0916 2.8815 -0.2 0.0 0.2
H 3.8256 -1.4190 3.8348 0.4 0.7 0.3
H 2.2299 -1.1102 3.3759 -0.2 0.4 -0.4
H 2.7442 -1.6273 1.1249 0.8 0.3 -1.1
H 3.6662 -2.8327 1.9400 -0.6 -0.1 0.5
H 5.5041 -2.0981 1.6120 0.0 0.0 0.0
C 3.5284 -1.2491 -2.8824 1.2 -0.4 0.3
C 4.3001 -0.7733 -4.0736 -0.7 -0.6 -1.5
O 4.8698 0.4973 -3.8565 0.2 0.3 0.2
H 3.2352 -2.2917 -3.0104 -0.4 0.1 -0.3
H 2.6980 -0.5990 -2.6160 0.2 -0.1 0.1
H 4.3356 -1.3163 -2.1489 -0.6 0.4 0.9
H 3.6786 -0.7136 -4.9702 -0.3 -0.2 0.1
H 5.0579 -1.5291 -4.3002 0.3 0.0 0.1
H 5.0382 0.8389 -4.7378 0.2 0.3 0.1
C -0.1171 -3.8941 4.5360 0.5 -1.6 -1.0
C -0.9976 -2.7069 4.1899 1.7 -0.8 0.8
O -0.6196 -1.7555 5.1500 -1.0 0.6 0.1
H -0.0703 -4.6041 3.7039 -0.5 -0.2 -0.1
H -0.4068 -4.4849 5.4049 -0.3 0.3 0.1
H 0.9526 -3.7131 4.6520 -0.1 0.9 0.2
H -2.0417 -3.0292 4.2177 -0.2 0.3 0.1
H -0.7367 -2.3394 3.1937 -0.2 0.0 -0.2
H -1.0386 -0.9298 4.8570 0.3 0.2 0.2
C 0.0987 2.8061 -4.1939 0.5 0.2 0.4
C -1.2372 3.0130 -3.5419 0.5 -0.2 0.4
O -2.0362 1.8850 -3.9525 -0.6 1.2 0.1
H 0.5803 1.9369 -3.7507 0.2 0.0 -0.2
H 0.7456 3.6715 -4.0478 0.1 0.0 -0.2
H -0.0367 2.5725 -5.2504 0.2 0.3 -0.1
H -1.6308 4.0013 -3.7886 -0.5 -0.2 -0.4
H -1.1545 3.0385 -2.4544 -0.1 -0.4 0.1
H -2.1985 2.1285 -4.8703 -0.4 -0.6 -0.2
C 0.5309 6.2081 0.5216 0.7 -0.6 0.5
C 0.3364 4.7784 0.9801 -0.6 -0.6 -0.4
O -1.0043 4.3952 0.6990 -0.6 0.4 0.3
H 1.5643 6.4619 0.7659 0.1 0.2 -0.3
H -0.0815 6.8920 1.1080 -0.3 -0.1 -0.3
H 0.3504 6.2676 -0.5503 0.0 0.3 0.1
H 0.5806 4.6596 2.0386 -0.2 0.1 0.2
H 0.9433 4.0491 0.4367 0.6 0.3 -0.1
H -1.0454 3.4590 0.4779 0.4 0.0 -0.1
C -0.4658 -4.7526 0.7300 1.0 0.0 -0.8
C 1.0410 -4.4156 0.4816 -1.1 1.0 0.8
O 1.1497 -3.1156 -0.1232 -0.2 0.1 -1.0
H -0.9729 -3.8574 1.0854 0.1 -0.1 0.2
H -0.6356 -5.5843 1.4128 0.2 0.0 0.1
H -0.9120 -5.0056 -0.2333 -0.1 -0.1 0.0
H 1.5583 -5.1033 -0.1855 0.0 -0.4 0.5
H 1.5467 -4.2009 1.4232 0.2 -1.0 0.1
H 1.2680 -3.2748 -1.0642 0.0 0.3 -0.1
C -3.7370 0.9321 -0.9917 0.2 0.3 1.4
C -4.2432 2.3466 -1.1195 1.2 -0.1 -1.2
O -4.5865 2.5157 -2.5043 -1.5 0.9 0.5
H -4.4389 0.2057 -1.3978 0.2 0.0 -0.3
H -3.5901 0.7017 0.0668 0.1 -0.2 0.1
H -2.7418 0.9417 -1.4336 -0.2 -0.6 -0.4
H -3.4319 3.0409 -0.8820 0.2 0.0 0.1
H -5.0174 2.6385 -0.4103 -0.7 -0.3 -0.7
H -3.8755 2.2790 -3.1088 0.5 -0.2 0.5
```
Forces are in eV/Å.

Values from the calculation:
E, eV: -60181.940
Highest occupied orbital energy, eV: -9.227
Frontier orbital gap, Eh: 0.3433
SMILES: NC(N)=O.NC(N)=O.NC(N)=O.NC(N)=O.NC(N)=O.CCO.CCO.CCO.CCO.CCO.CCO.CCO
Charge: 0
ΔE to the lowest compared entry with this formula, charge and spin, eV: 2.2118
LUMO level, eV: 0.12

=====

Entry 2:
The following is a DFT calculation (ωB97M-V/def2-TZVPD) of a cluster of 12 separate species, C19H62N10O12 in total.

Structure (XYZ):
```
103
Properties=species:S:1:pos:R:3:forces:R:3
N -14.3385 9.1729 12.2245 -2.3 1.3 1.5
C -13.4241 8.3630 11.7110 -1.5 -4.1 0.0
N -12.3384 8.9808 11.3597 2.7 2.0 -0.7
O -13.5846 7.1387 11.5735 -0.1 0.6 0.1
H -14.1106 10.1116 12.5196 0.0 0.2 -0.3
H -15.2455 8.8429 12.5218 0.4 -0.4 -0.3
H -11.4902 8.4731 11.1527 -0.4 0.2 0.1
H -12.3323 9.9571 11.6181 0.9 0.0 -0.3
N -10.1081 10.4106 21.0598 1.7 -3.9 2.2
C -10.4724 11.5741 20.6398 -1.4 4.3 6.2
N -10.6721 11.6034 19.4140 -1.0 0.8 -7.9
O -10.7376 12.5572 21.3806 0.7 -1.1 -0.4
H -9.9805 10.2505 22.0489 0.0 -0.1 -0.4
H -9.9684 9.6945 20.3614 0.1 -0.2 0.8
H -10.4026 10.8208 18.8352 -0.3 0.5 -0.3
H -11.0177 12.4604 19.0063 -0.1 -0.2 -0.2
N -9.9909 14.2325 17.0976 1.3 -1.4 -2.2
C -10.8898 14.6970 17.9279 -3.3 -8.4 -5.0
N -10.4539 15.6439 18.5150 2.1 10.9 6.4
O -12.0182 14.2292 18.1033 -0.9 -1.1 -0.2
H -9.1739 14.8257 17.0727 0.3 -1.3 -0.7
H -10.1206 13.3703 16.5878 0.2 0.0 -0.2
H -11.2590 16.1238 18.8914 0.6 0.9 0.8
H -9.7962 16.2094 17.9977 0.0 0.3 0.8
N -14.9567 13.6480 11.8568 -2.5 1.7 -3.7
C -14.3073 12.9251 12.6728 2.4 -1.1 2.3
N -14.1776 13.4672 13.8532 0.1 1.1 3.5
O -13.7105 11.9014 12.4306 0.7 -2.3 -1.2
H -14.8055 13.3369 10.9079 -0.7 0.9 -0.2
H -15.2936 14.5322 12.2102 -0.1 -0.1 -1.1
H -13.7205 12.8956 14.5492 -0.1 0.3 0.1
H -14.6897 14.2990 14.1102 0.3 -0.3 0.3
N -11.9022 9.9651 15.0348 -0.6 -2.9 -1.8
C -11.6701 11.0983 15.6158 4.4 -0.7 0.4
N -12.7318 11.5686 16.1283 -3.1 3.2 1.9
O -10.5291 11.5455 15.8074 0.6 0.9 -0.4
H -11.2367 9.4806 14.4496 -0.5 0.1 0.4
H -12.8849 9.7466 15.1157 0.5 -1.1 -1.1
H -13.5573 10.9873 16.1043 -0.6 1.0 0.5
H -12.5921 12.4654 16.5715 -0.8 0.0 0.8
C -13.8556 10.0312 19.9083 -1.3 0.4 0.8
C -14.6172 9.1752 18.9321 -0.5 0.7 0.3
O -14.4389 7.8174 19.2861 0.6 -0.7 -0.7
H -12.8549 9.6247 20.0546 -0.1 0.3 0.1
H -14.4545 10.0105 20.8188 0.6 -0.2 0.6
H -13.8742 11.0932 19.6635 0.5 0.0 -0.4
H -14.3225 9.5377 17.9473 0.3 -1.3 -0.5
H -15.7001 9.2984 18.9466 -0.1 0.8 0.1
H -15.2439 7.5112 19.7100 0.1 0.0 -0.1
C -13.9399 6.8102 15.1362 -0.6 -0.5 0.8
C -13.4809 5.4939 14.6241 -0.5 -0.2 -2.1
O -12.3636 5.0239 15.3111 0.7 -0.3 0.6
H -14.9013 7.0771 14.6974 0.2 0.2 -0.4
H -13.1915 7.5975 15.0461 -0.1 -0.1 0.2
H -14.2130 6.5162 16.1496 0.3 1.0 0.6
H -13.2269 5.5298 13.5647 -0.2 0.3 -0.2
H -14.3224 4.8045 14.6920 -0.2 -0.3 0.2
H -11.9735 4.3829 14.7124 0.3 -0.1 0.3
C -16.2867 13.9797 19.1120 -1.7 -0.8 -0.9
C -14.9668 14.4271 18.5129 -1.5 -1.1 1.4
O -14.1608 14.5057 19.6414 0.7 0.9 0.2
H -16.9463 13.5747 18.3445 -0.3 0.3 -0.5
H -16.8780 14.7346 19.6303 0.4 0.3 -0.1
H -16.2825 13.1174 19.7789 1.0 0.1 0.3
H -15.1299 15.3551 17.9648 0.3 0.3 -0.1
H -14.5863 13.6522 17.8474 0.0 0.0 -0.4
H -13.2750 14.6243 19.2909 0.7 -0.2 0.2
C -9.3426 8.6638 12.9978 0.0 -0.8 0.8
C -8.9643 10.0958 12.9279 -0.1 0.1 0.7
O -9.8802 10.6513 11.9751 1.0 0.8 -0.1
H -10.3305 8.5840 13.4514 0.1 -0.4 -0.2
H -8.6338 8.1015 13.6056 -0.1 -0.3 -0.1
H -9.4345 8.2564 11.9910 0.3 -0.3 0.1
H -7.9015 10.2032 12.7109 0.0 0.3 -0.7
H -9.0697 10.5900 13.8936 -0.4 0.2 0.0
H -9.5110 10.2833 11.1689 -0.4 0.2 -0.7
C -6.2473 10.3638 17.3550 -0.7 -0.3 0.7
C -7.6599 10.8995 17.4600 -0.4 0.3 -0.8
O -7.8215 11.9232 16.4905 0.6 0.8 0.0
H -6.1694 9.5921 18.1207 0.3 -0.3 -0.2
H -5.5184 11.1242 17.6354 0.0 0.1 -0.4
H -6.0962 9.9541 16.3563 0.3 0.1 0.1
H -7.8810 11.2521 18.4674 0.1 0.3 0.2
H -8.4357 10.1762 17.2090 0.2 -0.7 0.2
H -8.7218 11.9328 16.1573 -0.3 -0.3 0.1
C -16.8660 12.3733 15.5409 0.0 -1.6 0.1
C -16.7511 10.9135 16.1509 0.8 1.7 0.2
O -15.4624 10.3819 15.8730 0.7 -0.5 -1.0
H -15.9257 12.9000 15.7036 -0.1 -0.1 0.3
H -17.7024 12.9604 15.9203 0.0 -0.2 0.2
H -16.9847 12.2700 14.4623 0.0 0.1 -0.1
H -17.4649 10.1920 15.7533 -0.5 0.4 0.4
H -16.6725 10.9543 17.2372 -1.1 0.1 0.1
H -15.5787 9.8069 15.1131 0.4 -0.1 -0.1
C -10.8360 13.7381 13.4346 -0.1 0.5 1.3
C -9.3619 13.9821 13.3389 0.0 -1.8 -0.8
O -8.9911 13.5128 12.0195 1.2 1.8 0.1
H -11.3834 14.1759 12.5998 0.1 -0.3 -0.1
H -11.2080 14.1911 14.3536 -0.3 0.1 0.2
H -10.9337 12.6613 13.5726 -0.6 0.1 -0.6
H -8.8474 13.3676 14.0777 0.1 -0.2 0.2
H -9.0254 14.9857 13.5990 0.0 0.3 -1.1
H -9.2756 12.6165 11.8263 -0.4 -0.3 0.7
```
Forces are in eV/Å.

Values from the calculation:
E, eV: -60178.933
Highest occupied orbital energy, eV: -8.985
Frontier orbital gap, Eh: 0.3337
SMILES: NC(N)=O.NC(N)=O.NC(N)=O.NC(N)=O.NC(N)=O.CCO.CCO.CCO.CCO.CCO.CCO.CCO
Charge: 0
ΔE to the lowest compared entry with this formula, charge and spin, eV: 5.2184
LUMO level, eV: 0.09

=====

Q: Which of these has the highest ΔE to the lowest compared entry with this formula, charge and spin?
A: number 2

=====

Q: What is the highest occupied orbital energy in the second record?
A: -8.985 eV

=====

Q: Which of these has the highest highest occupied orbital energy?
A: number 2